# 1
Here is a structure of composition C40H54BrF4N9SSiSr in a non-equilibrium geometry from OMol25. Energies are from wB97M-V/def2-TZVPD.

Results
E_LUMO   0.19 eV
Orbital gap   7.73 eV
HOMO   -7.54 eV

Structure (ORCA input):
```
! RIJCOSX wB97M-V def2-TZVPD def2/J DEFGRID3
* xyz 0 1
Sr -1.3668 0.4450 0.8022
C -1.9599 4.0041 0.1779
N -1.6995 2.5916 0.5776
C -2.7652 2.2654 1.6141
C -0.5107 2.5962 1.5271
C -0.4909 1.4215 2.5706
N 0.6106 0.5462 2.5395
C 1.8244 1.3207 2.7438
C 2.9379 2.4899 0.8932
F 2.5353 2.4851 -0.3994
C 3.5242 3.5515 1.4169
F 3.6979 4.6907 0.7169
C 4.0169 3.5431 2.8128
C 3.6330 2.1254 4.4288
F 4.0969 2.0251 5.7107
C 2.3543 1.3025 4.1531
F 1.9583 0.3716 5.0490
H -2.1966 4.5996 1.0630
H -1.0619 4.4203 -0.2721
H -2.8125 4.0441 -0.4962
H -2.7529 1.1941 1.9852
H -2.6624 2.8852 2.5060
H -3.7423 2.5249 1.2213
H 0.4562 2.6357 1.0155
H -0.5275 3.5207 2.1048
H -0.8257 2.0184 3.4772
H -1.4608 0.9105 2.5923
H 4.6263 4.4297 2.9761
C 2.9358 3.3874 3.9134
C 4.7398 2.2415 3.3438
C 4.9125 1.0156 2.5178
C 3.9349 0.5262 1.7615
N 2.7365 1.3110 1.5950
C 1.6690 2.5574 3.6266
C 3.9170 -0.8473 1.1757
C 4.9976 -1.7243 1.3183
C 4.8458 -3.0330 0.9089
C 3.6379 -3.4327 0.3557
C 2.6418 -2.4860 0.2097
N 2.7747 -1.2234 0.6160
H 2.7332 4.2444 4.5498
H 5.6741 2.5050 3.8370
H 5.8306 0.4569 2.6497
H 0.7158 2.9843 3.8926
H 5.9324 -1.3984 1.7519
H 5.6582 -3.7381 1.0317
H 3.4727 -4.4577 0.0489
H 1.6701 -2.7127 -0.2061
N -3.5847 -0.2621 0.1845
C -4.3700 0.1277 0.9532
C -5.4141 0.4247 1.8384
C -6.6216 -0.3225 1.7185
N -7.6154 -0.9024 1.6470
C -5.3938 1.5038 2.7486
N -5.3357 2.3808 3.4999
S -0.8989 -2.2444 1.1955
C -1.2184 -1.5527 2.7644
N -2.3191 -0.7514 2.9160
C -2.5819 0.0353 4.1532
C -1.3331 -0.0321 5.0344
C -0.9497 -1.5096 5.2039
N -0.6189 -2.0311 3.8455
H -2.7805 -0.1705 2.1773
H -3.4709 -0.3470 4.6610
H -2.8662 1.0573 3.9244
H -1.4650 0.5641 5.9350
H -0.4791 0.3642 4.5004
H -1.7762 -2.0905 5.6177
H -0.0691 -1.5973 5.8345
H 0.1742 -2.6243 3.6712
C -1.2749 1.4075 -4.5622
C -0.3425 0.2768 -5.0417
C -0.6407 -0.0211 -6.5181
C 1.0980 0.8113 -4.9094
Si -0.5297 -1.3055 -3.9465
Br 0.0614 -0.0456 -1.6181
C 0.8917 -2.5976 -3.9099
C 0.6740 -3.5296 -2.7044
C 0.9250 -3.4228 -5.2023
C 2.2554 -1.9065 -3.6954
C -2.2923 -1.9179 -3.4753
C -2.3195 -2.6276 -2.1082
C -2.8737 -2.8550 -4.5428
C -3.2161 -0.6959 -3.2944
H -0.9511 2.3295 -5.0568
H -1.2124 1.5547 -3.4862
H -2.3073 1.2346 -4.8477
H -0.4795 0.8902 -7.1011
H -1.6751 -0.3442 -6.6640
H 0.0153 -0.8021 -6.9127
H 1.1434 1.7931 -5.3902
H 1.8100 0.1641 -5.4171
H 1.3829 0.9151 -3.8635
H -0.0969 -4.2719 -2.9118
H 0.4285 -2.9707 -1.8036
H 1.6079 -4.0753 -2.5299
H -0.0186 -3.9488 -5.3712
H 1.7269 -4.1639 -5.1341
H 1.1148 -2.7925 -6.0756
H 2.2170 -1.2309 -2.8413
H 2.5708 -1.3512 -4.5741
H 3.0053 -2.6816 -3.5082
H -1.6801 -3.5001 -2.0524
H -3.3479 -2.9650 -1.9379
H -2.0665 -1.9348 -1.3150
H -2.3059 -3.7883 -4.5998
H -2.8755 -2.4038 -5.5401
H -3.9034 -3.1023 -4.2714
H -2.8132 -0.0220 -2.5440
H -4.1746 -1.0658 -2.9150
H -3.4100 -0.1915 -4.2371
*
```

***

# 2
Here is a cluster of 2 separate species, C3H6O2 in total from OMol25. Energies are from wB97M-V/def2-TZVPD.

Results
E_LUMO   0.35 eV
Orbital gap   9.20 eV
HOMO   -8.86 eV

Structure (ORCA input):
```
! RIJCOSX wB97M-V def2-TZVPD def2/J DEFGRID3
* xyz 0 1
O 2.2441 -0.3159 -0.6957
C 1.0230 -0.1232 -0.1493
C -1.0540 0.3944 -0.6178
C -1.2369 0.1178 0.7907
O -0.5598 0.6412 1.6716
H 2.5560 -1.2164 -0.5171
H 0.9298 0.8758 0.2282
H 0.6579 -0.9822 0.3850
H -1.8107 -0.0704 -1.2626
H -0.8743 1.4342 -0.8824
H -1.8750 -0.7555 1.0494
*
```

***

# 3
Here is an isolated molecule of C5H6O2 in a non-equilibrium geometry from OMol25. Energies are from wB97M-V/def2-TZVPD.

Results
E_LUMO   0.78 eV
SMILES string   O=C1CC2(CO2)C1
Orbital gap   10.42 eV
HOMO   -9.64 eV

Structure (ORCA input):
```
! RIJCOSX wB97M-V def2-TZVPD def2/J DEFGRID3
* xyz 0 1
O -2.6445 -0.4553 0.3859
C -1.4985 -0.2763 0.0922
C -0.6606 0.9948 0.0445
C 0.4470 0.0675 -0.5154
C 1.6032 0.3302 0.3199
O 1.7280 0.1976 -1.0817
C -0.3948 -1.2100 -0.4308
H -0.4473 1.3067 1.0915
H -1.0176 1.8623 -0.4910
H 1.7279 1.3663 0.6523
H 1.8261 -0.4505 1.0281
H -0.7370 -1.7618 -1.3208
H 0.0024 -1.9511 0.2746
*
```

***

# 4
Here is a structure of composition C20H55N5O6V in a non-equilibrium geometry from OMol25. Energies are from wB97M-V/def2-TZVPD.

Results
E_LUMO (alpha / beta)   -9.70 / -8.55 eV
Orbital gap (alpha / beta)   4.38 / 5.52 eV
HOMO (alpha / beta)   -14.08 / -14.08 eV

Structure (ORCA input):
```
! RIJCOSX wB97M-V def2-TZVPD def2/J DEFGRID3
* xyz 2 2
O 0.0944 0.1817 2.2448
V 0.3406 0.0290 0.7068
C 0.8812 0.2175 -5.2477
C -0.0937 -0.3239 -4.0579
C -1.0023 -1.4772 -4.5241
O -2.2288 -1.4722 -3.6849
C -3.3103 -2.2530 -4.1411
N 0.7903 -0.6109 -2.8870
H 1.3317 1.1786 -4.9995
H 0.4236 0.3209 -6.2316
H 1.7538 -0.4351 -5.2750
H -0.8913 0.3467 -3.7382
H -0.5255 -2.4435 -4.6888
H -1.4717 -1.1806 -5.4621
H -3.0677 -3.0165 -4.8803
H -3.9859 -1.4613 -4.4650
H -3.7085 -2.9180 -3.3748
H 1.6035 -0.1373 -3.2538
H 1.0422 -1.5632 -3.1101
C 0.9927 5.2733 -1.2118
C 1.2397 3.8087 -1.4590
C 2.7628 3.8134 -1.8391
O 3.1439 2.4760 -2.1415
C 4.5762 2.2914 -2.4578
N 0.9121 3.1526 -0.2257
H 1.1595 5.8614 -2.1142
H 1.7008 5.7051 -0.5044
H -0.0171 5.3201 -0.8042
H 0.6598 3.5346 -2.3403
H 3.3722 4.1192 -0.9887
H 2.9665 4.4676 -2.6868
H 4.7901 2.7109 -3.4408
H 4.6569 1.2106 -2.5744
H 5.3989 2.5864 -1.8065
H 0.0903 3.7045 -0.0251
H 1.5170 3.6178 0.4359
C -0.8626 -5.3484 1.0769
C -1.3678 -3.9421 1.1294
C -2.1531 -3.7595 2.4977
O -2.8054 -2.4616 2.4549
C -3.4828 -1.9782 3.6247
N -0.1861 -3.1301 1.1263
H -0.3849 -5.4645 0.1040
H -1.6347 -6.1165 1.0317
H -0.0916 -5.5852 1.8101
H -1.9739 -3.7037 0.2554
H -1.4048 -3.6777 3.2860
H -2.8362 -4.6090 2.4937
H -4.2244 -2.7128 3.9386
H -4.1056 -1.1229 3.3623
H -2.9662 -1.4797 4.4448
H 0.2823 -3.1659 2.0204
H 0.2921 -3.7308 0.4702
C -4.9759 1.3382 -0.9198
C -3.7819 1.8370 -0.1587
C -4.1390 2.5264 1.2113
O -2.9540 3.0298 1.8785
C -3.1517 4.0100 2.8533
N -2.7859 0.7491 -0.0652
H -4.6810 1.0387 -1.9255
H -5.6435 2.1796 -1.1056
H -5.5831 0.5406 -0.4916
H -3.4095 2.7188 -0.6801
H -4.7189 1.9892 1.9618
H -4.7566 3.4029 1.0155
H -2.3939 4.7488 3.1138
H -3.3601 3.4240 3.7484
H -4.0188 4.6436 2.6668
H -2.9709 0.2785 -0.9394
H -3.4755 0.2592 0.4868
C 5.7127 -0.8991 1.7427
C 4.2809 -1.2165 1.9599
C 3.9367 -1.3215 3.5015
O 2.7787 -2.2277 3.5435
C 2.5930 -2.7951 4.7996
N 3.4875 -0.1407 1.4508
H 5.9389 -0.0507 2.3887
H 5.9383 -0.5594 0.7319
H 6.4048 -1.7108 1.9667
H 4.0924 -2.0867 1.3312
H 3.8161 -0.3814 4.0398
H 4.7976 -1.7382 4.0244
H 3.4549 -3.1504 5.3644
H 1.9703 -3.6714 4.6196
H 2.0730 -2.1586 5.5155
H 3.8064 0.0626 0.5143
H 3.7256 0.6844 1.9824
*
```

***

# 5
Here is an isolated molecule of C21H24N6O2S in a non-equilibrium geometry from OMol25. Energies are from wB97M-V/def2-TZVPD.

Results
E_LUMO   0.17 eV
SMILES string   CCn1c(SCC(=O)Nc2ccc(N3CCOCC3)cc2)nnc1-c1ccncc1
Orbital gap   7.55 eV
HOMO   -7.38 eV

Structure (ORCA input):
```
! RIJCOSX wB97M-V def2-TZVPD def2/J DEFGRID3
* xyz 0 1
C 0.8004 0.2183 4.5884
C 0.2878 -0.3415 3.2654
N 1.3616 -0.8814 2.4712
C 1.8684 -2.1423 2.6070
S 1.2863 -3.2906 3.7901
C 0.4902 -4.4434 2.6007
C -0.4490 -3.5921 1.7603
O -1.5347 -3.2475 2.1790
N 0.0947 -3.2032 0.5813
C -0.3739 -2.2192 -0.3067
C -1.5956 -1.5755 -0.1591
C -1.9832 -0.5985 -1.0547
C -1.1766 -0.2318 -2.1371
N -1.5845 0.6656 -3.1073
C -2.9499 1.1404 -3.1783
C -3.1080 2.4783 -2.4460
O -2.2289 3.4381 -2.9894
C -0.8903 3.0034 -2.9029
C -0.6788 1.6675 -3.6330
C 0.0558 -0.8877 -2.2664
C 0.4483 -1.8569 -1.3713
N 2.7566 -2.3886 1.6804
N 2.8521 -1.3023 0.9212
C 2.0292 -0.3857 1.3839
C 1.8950 0.9098 0.7450
C 1.4324 2.0642 1.3735
C 1.3549 3.2323 0.6300
N 1.7108 3.3223 -0.6381
C 2.1848 2.2343 -1.2253
C 2.2929 1.0117 -0.5913
H -0.0272 0.6404 5.1511
H 1.2522 -0.5775 5.1766
H 1.5480 0.9925 4.4255
H -0.2249 0.4205 2.6748
H -0.4178 -1.1552 3.4632
H -0.0704 -5.1438 3.2158
H 1.2689 -4.9486 2.0326
H 1.0164 -3.5535 0.3501
H -2.2431 -1.8365 0.6610
H -2.9344 -0.1171 -0.8918
H -3.6351 0.3893 -2.7892
H -3.1799 1.3020 -4.2385
H -4.1149 2.8795 -2.5722
H -2.8983 2.3461 -1.3727
H -0.2840 3.7910 -3.3515
H -0.6014 2.8882 -1.8468
H 0.3556 1.3548 -3.5107
H -0.8926 1.8009 -4.6996
H 0.7034 -0.6566 -3.0976
H 1.4045 -2.3453 -1.4963
H 1.1645 2.0817 2.4168
H 0.9896 4.1474 1.0780
H 2.4893 2.3590 -2.2562
H 2.6828 0.1424 -1.0924
*
```

***

# 6
Here is a cluster of 2 separate species, C7H12 in total in a non-equilibrium geometry from OMol25. Energies are from wB97M-V/def2-TZVPD.

Results
E_LUMO   1.10 eV
SMILES string   CC1=CC1.C=CC
Orbital gap   9.75 eV
HOMO   -8.65 eV

Structure (ORCA input):
```
! RIJCOSX wB97M-V def2-TZVPD def2/J DEFGRID3
* xyz 0 1
C 0.5979 -0.0409 1.6396
C 1.2595 0.2877 0.3723
C 2.0311 1.1420 -0.2132
C 2.4188 -0.2946 -0.3684
H 1.5554 0.0543 2.1900
H -0.1253 0.6965 2.0004
H 0.1111 -1.0255 1.6518
H 2.2472 2.1586 -0.4831
H 2.2880 -0.7611 -1.3444
H 3.2186 -0.7614 0.2267
C -0.7250 -0.7451 -1.3462
C -1.7391 -0.7243 -0.4951
C -2.3909 0.5420 -0.0556
H -0.4951 -1.6477 -1.8944
H -0.2224 0.1813 -1.6066
H -2.2918 -1.6383 -0.2950
H -3.1560 0.7136 -0.8220
H -1.7163 1.4040 -0.0819
H -2.8656 0.4589 0.9251
*
```

***

# 7
Here is a structure of composition C37H40BiN12S in a non-equilibrium geometry from OMol25. Energies are from wB97M-V/def2-TZVPD.

Results
E_LUMO (alpha / beta)   -3.70 / -3.70 eV
Orbital gap (alpha / beta)   5.87 / 5.87 eV
HOMO (alpha / beta)   -9.57 / -9.57 eV

Structure (ORCA input):
```
! RIJCOSX wB97M-V def2-TZVPD def2/J DEFGRID3
* xyz 1 1
Bi -0.3500 -0.0017 -0.4430
C 3.6219 -4.1528 0.0782
C 2.3643 -4.6562 -0.2310
C 1.2268 -3.9274 0.0745
C 1.3195 -2.6784 0.7086
C 2.5850 -2.1746 1.0001
C 3.7211 -2.9126 0.6915
N 0.1433 -1.9276 0.9727
C -0.9308 -2.5606 1.4573
C -0.8562 -3.6924 2.3306
C -1.9799 -4.2280 2.8813
C -3.2751 -3.7115 2.5967
C -3.4053 -2.6735 1.7354
C -2.2523 -2.1034 1.1254
N -2.3275 -1.1851 0.1331
N -3.4667 -0.8587 -0.3192
C -3.4408 0.0307 -1.3822
C -4.6491 0.2710 -2.0403
C -4.6624 1.1068 -3.1349
C -3.4726 1.6848 -3.5644
C -2.3202 1.4171 -2.8594
N -2.3008 0.6225 -1.7807
H 4.5133 -4.7228 -0.1549
H 2.2686 -5.6237 -0.7109
H 0.2473 -4.3185 -0.1763
H 2.6669 -1.2091 1.4799
H 4.6957 -2.5136 0.9474
H 0.1200 -4.0848 2.5812
H -1.8885 -5.0595 3.5704
H -4.1457 -4.1459 3.0699
H -4.3677 -2.2459 1.4883
H -5.5336 -0.2302 -1.6712
H -5.5905 1.3087 -3.6546
H -3.4388 2.3452 -4.4193
H -1.3752 1.8653 -3.1420
C 2.6760 -3.0093 -3.9029
N 2.0093 -1.7227 -4.1193
C 0.7229 -1.7421 -4.7884
C 2.2695 -0.6479 -3.2906
N 1.4812 0.3374 -3.0852
N 3.5476 -0.7294 -2.7247
C 4.0906 -0.0796 -1.6206
N 5.4444 -0.3064 -1.5202
N 3.4061 0.6334 -0.8180
H 3.7129 -2.9954 -4.2462
H 2.1633 -3.7669 -4.4880
H 2.6538 -3.3118 -2.8534
H 0.7013 -2.5711 -5.4891
H 0.5779 -0.8257 -5.3620
H -0.1140 -1.8550 -4.0876
H 0.6049 0.2160 -3.5782
H 4.2073 -1.2462 -3.2748
H 5.8890 -1.0512 -2.0260
H 5.9033 -0.0092 -0.6800
H 3.9738 0.9703 -0.0457
N 0.8596 2.3094 -0.6847
C -0.0736 3.2233 -1.1969
C 0.1624 3.8690 -2.4081
C -0.7905 4.7162 -2.9508
C -1.9890 4.9233 -2.2827
C -2.2230 4.2784 -1.0777
C -1.2824 3.4164 -0.5124
C -1.5868 2.7409 0.7868
C -2.2273 3.5091 1.7679
C -2.6199 2.9685 2.9799
C -2.3416 1.6394 3.2624
C -1.6774 0.8717 2.3184
C -1.3066 1.3930 1.0821
H 1.6635 2.0679 -1.2602
H 1.1067 2.4305 0.2954
H 1.1074 3.6948 -2.9108
H -0.5917 5.2180 -3.8893
H -2.7384 5.5852 -2.6985
H -3.1724 4.4173 -0.5748
H -2.4089 4.5592 1.5706
H -3.1347 3.5895 3.7033
H -2.6320 1.2023 4.2100
H -1.4334 -0.1547 2.5692
C 0.9872 3.2461 4.5846
N 0.7943 1.8106 4.6764
C 0.2035 1.1450 5.7417
C 0.2209 -0.1680 5.4595
N 0.8269 -0.2908 4.2209
C 1.1867 0.9192 3.7317
S 1.9191 1.2128 2.2508
H 1.4502 3.6149 5.4977
H 0.0350 3.7476 4.4217
H 1.6397 3.4423 3.7401
H -0.1807 1.6674 6.6010
H -0.1350 -1.0131 6.0213
H 0.9974 -1.1434 3.7162
*
```

***

# 8
Here is a structure of composition C41H48B2CdF4N9O5S in a non-equilibrium geometry from OMol25. Energies are from wB97M-V/def2-TZVPD.

Results
E_LUMO   -2.71 eV
Orbital gap   8.03 eV
HOMO   -10.74 eV

Structure (ORCA input):
```
! RIJCOSX wB97M-V def2-TZVPD def2/J DEFGRID3
* xyz 1 1
Cd -0.6993 0.9126 0.7394
C -4.2600 3.2669 1.1071
C -2.7691 3.1660 1.2487
N -1.9285 2.9921 0.2774
O -2.4997 2.9600 -0.9777
B -1.4494 3.1441 -1.9228
F -2.1103 3.0849 -3.1248
F -0.6532 4.2473 -1.6358
O -0.5321 1.9355 -2.0716
N 0.3090 1.5033 -1.0915
C 1.5502 1.6140 -1.3669
C 2.1027 2.3370 -2.5270
C 2.4929 0.7972 -0.5111
N 1.2916 2.9441 1.2254
O 1.3827 2.0962 2.4643
B 0.5411 2.7251 4.0854
F 1.3092 2.2450 5.0817
F 0.4973 4.0840 3.7799
O -0.6413 2.0312 3.9406
N -1.2649 2.1009 2.7015
C -2.1379 3.0392 2.6435
C -2.6258 3.7951 3.8216
C 2.9727 -0.3650 -1.3454
H -4.5983 2.8800 0.1681
H -4.6751 4.2722 1.1815
H -4.7158 2.6342 1.8384
H 1.7054 1.8071 -3.4739
H 3.1983 2.2023 -2.4911
H 1.7068 3.3308 -2.4872
H -2.6287 3.1839 4.7054
H -3.6078 4.1460 3.5452
H -1.9162 4.6249 4.0023
H 2.3557 -1.2410 -1.1110
H 4.0096 -0.6503 -1.0927
H 2.8317 -0.1264 -2.4092
C 3.6465 -5.6610 2.7040
C 4.4760 -5.1261 1.5616
C 5.7131 -5.6839 1.2858
C 6.4669 -5.2940 0.1856
C 5.9825 -4.2384 -0.5921
C 4.7512 -3.6235 -0.3485
C 4.0422 -4.0972 0.7431
N 2.8102 -3.4009 1.0285
C 2.5873 -2.0716 1.2713
N 3.7510 -1.3197 1.3272
C 3.7223 0.0592 1.5916
C 2.8322 0.9640 0.7696
C 2.4827 2.2265 1.5016
C 3.6160 2.8652 2.1781
C 4.5926 2.0753 2.6786
C 4.5282 0.6086 2.4821
C 5.3991 -0.2549 3.4200
N 1.4567 -1.5510 1.4125
C 0.2707 -2.3144 1.2989
C -0.1212 -2.8584 0.0923
C -1.3921 -3.4406 -0.0272
C -2.2298 -3.5233 1.0418
C -1.8747 -2.9438 2.2558
C -0.5673 -2.4103 2.4118
C -0.1301 -1.7809 3.7081
H 4.1152 -6.4980 3.1389
H 2.6125 -5.8467 2.3993
H 3.6024 -4.8948 3.5321
H 6.1450 -6.4124 1.9441
H 7.4836 -5.6972 0.0037
H 6.4955 -3.9786 -1.5376
H 4.3585 -2.8839 -1.0151
H 1.9918 -4.0050 1.1883
H 4.5107 -1.7771 1.7226
H 1.3640 3.8792 1.6619
H 3.6497 3.9592 2.3486
H 5.4974 2.4286 3.1269
H 5.2441 0.1529 4.4255
H 6.4372 -0.2895 3.1095
H 5.0906 -1.3234 3.4208
H 0.5199 -2.8935 -0.8023
H -1.7246 -3.8381 -0.9862
H -3.1921 -4.0204 0.9416
H -2.5029 -2.9113 3.1321
H -0.6979 -2.1944 4.5555
H -0.1408 -0.6590 3.7498
H 0.9554 -2.0420 3.8826
C -0.7823 -0.4780 -5.6211
C -1.1670 -0.0260 -4.2312
C -1.8577 -1.1125 -3.4324
N -1.9679 -0.8860 -1.9041
C -2.9184 -0.2143 -1.2818
S -2.9234 -0.1772 0.4866
N -3.9261 0.3687 -2.0285
C -5.1099 0.9512 -1.5223
O -5.4833 0.8413 -0.3872
C -5.8310 1.6546 -2.6113
C -7.1973 1.8359 -2.4593
C -7.9761 2.4069 -3.4254
C -7.3647 2.8752 -4.5711
C -5.9740 2.8263 -4.7251
C -5.1943 2.2478 -3.7155
H -0.3904 0.3133 -6.2464
H -1.5186 -0.9823 -6.2503
H -0.0044 -1.2355 -5.4307
H -1.7327 0.8913 -4.3116
H -0.2437 0.2007 -3.6817
H -1.3010 -2.0323 -3.6083
H -2.8624 -1.3773 -3.7934
H -1.2487 -1.2534 -1.3357
H -3.8346 0.4517 -3.0032
H -7.7298 1.4802 -1.5975
H -9.0324 2.4498 -3.2675
H -7.9162 3.3198 -5.3641
H -5.5320 3.3060 -5.6169
H -4.1499 2.1741 -3.9051
*
```

***

no.,electronic energy (eV)
1,-156219.5403
2,-7299.6979
3,-9373.8683
4,-67031.0403
5,-46037.5031
6,-7449.5592
7,-73570.3807
8,-94565.1863